(1)
82
Properties=species:S:1:pos:R:3 method="wB97M-V/def2-TZVPD" gap_ev="4.46 / 5.53" homo_ev="-6.82 / -6.87" total_charge=0
C 3.0131 0.8431 -3.0919
C 1.5455 0.5393 -3.0805
H 3.3482 0.9872 -4.1203
H 3.5798 -0.0058 -2.6935
H 3.2634 1.7381 -2.5151
C 0.9628 0.0574 -4.1899
C 1.7071 -0.4274 -5.4069
H -0.1244 0.0455 -4.3245
H 2.3741 -1.2786 -5.1781
H 2.3248 0.3511 -5.8896
H 0.9853 -0.7777 -6.1610
Ga 4.8359 2.2573 0.9296
Cl 2.9183 3.2057 0.5893
Cl 3.4485 -0.8395 -0.4320
H -2.2569 -1.8162 3.0571
H -1.7892 0.4891 4.5277
C -1.1772 -2.0191 3.1475
C -0.8278 -0.0283 4.6326
N -0.4654 -0.7534 3.4169
H -0.7972 -2.4521 2.2172
C 0.4105 -0.2191 2.5910
O 1.0718 -0.9152 1.7040
H -0.0560 0.7157 4.8584
H 0.5939 0.8605 2.6530
H -1.0164 -2.6972 3.9983
H -0.9095 -0.7322 5.4672
H 0.7222 -2.2777 -2.8278
H -1.8601 -2.0005 -4.4472
C 0.1812 -3.2343 -2.7840
C -2.0235 -2.9554 -3.9251
N -1.2526 -3.0098 -2.6882
H 0.5168 -3.7855 -1.9002
C -1.8806 -3.0823 -1.4796
O -1.2953 -3.2203 -0.3943
H -3.0869 -3.0420 -3.6737
H -2.9822 -2.9888 -1.5715
H 0.3917 -3.7994 -3.6986
H -1.7266 -3.7747 -4.5946
O 0.8314 -0.1771 -0.8158
C 0.7851 0.8128 -1.7636
C -1.5915 0.4335 -2.5535
C -0.6439 1.3263 -2.0559
H -1.2906 -0.6192 -2.6678
C -2.8589 0.8785 -2.9407
H 1.3413 1.6663 -1.3324
C -0.9952 2.6652 -1.8523
H -3.5616 0.1675 -3.3834
C -3.2033 2.2206 -2.7532
C -2.2767 3.1032 -2.1966
H -0.2483 3.3383 -1.4236
H -4.1918 2.5713 -3.0559
H -2.5512 4.1507 -2.0421
Si 2.8407 -1.1125 1.5467
Cl 6.3822 2.3424 -0.4298
C 2.6294 -2.9350 2.1068
C 3.2689 0.2506 2.8555
C 4.8224 -1.6403 1.7908
H 1.5687 -3.2070 2.1474
H 3.0475 -3.0748 3.1165
H 3.1467 -3.6329 1.4364
H 5.0718 -2.4597 1.1045
H 5.0435 -1.9847 2.8063
H 5.4944 -0.8016 1.5584
H 2.8028 1.2210 2.6565
H 4.3452 0.4483 2.9861
H 2.9324 -0.1025 3.8417
N -1.5010 -0.2849 0.2783
C -2.0635 0.7044 0.9551
N -1.4246 1.5490 1.7498
C -2.2868 2.3485 2.4428
C -1.9466 3.2219 3.4950
C -2.9598 3.8339 4.2315
C -4.3140 3.6295 3.9047
C -4.6682 2.7792 2.8490
C -3.6631 2.1346 2.1386
S -3.8155 0.9165 0.9166
H -2.1147 -1.0020 -0.0765
H -0.4732 -0.2207 -0.1141
H -0.8856 3.3749 3.7118
H -2.7009 4.4829 5.0685
H -5.0933 4.1337 4.4767
H -5.6974 2.5916 2.5633

(2)
15
Properties=species:S:1:pos:R:3 method="wB97M-V/def2-TZVPD" gap_ev="6.89 / 6.89" homo_ev="-6.10 / -6.10" relative_energy_kcal_mol=90.0 total_charge=0
C 1.8343 -1.2776 -0.3951
O 0.4339 -1.4075 -0.3525
C -0.2934 -0.3130 0.0103
N 0.1826 0.9119 0.0636
C -0.4228 2.1330 0.2922
C -1.7475 -0.5547 0.1525
H 2.1372 -0.5971 -1.2021
H 2.2325 -2.2728 -0.6025
H 2.2345 -0.9092 0.5596
H -1.4804 2.1327 0.4995
H 0.2288 2.8029 0.8480
H 1.0392 1.1652 -0.4098
H -2.2715 -0.2475 -0.7656
H -1.9484 -1.6135 0.3302
H -2.1588 0.0471 0.9717